Record 1
{"formula": "C25H41AlN3P2", "method": "ωB97M-V with the def2-TZVPD basis set", "species": ["Al", "C", "C", "C", "C", "C", "C", "H", "H", "H", "C", "H", "H", "H", "C", "H", "H", "H", "C", "H", "H", "H", "C", "H", "H", "H", "C", "C", "C", "C", "C", "C", "C", "C", "H", "H", "H", "H", "H", "H", "H", "H", "H", "H", "H", "H", "P", "C", "C", "P", "C", "C", "C", "H", "H", "H", "H", "H", "H", "H", "H", "H", "H", "H", "H", "H", "H", "N", "C", "N", "C", "N"], "coordinates": [[1.277432, -1.588639, -1.631001], [-1.419311, -0.997748, 1.044028], [-1.029509, -1.939421, 0.093276], [0.791439, -1.413769, 1.446021], [-0.295248, -0.664184, 1.861372], [0.408646, -2.234915, 0.263686], [-2.802272, -0.536956, 1.319153], [-3.420276, -0.514496, 0.414661], [-2.805384, 0.466530, 1.762773], [-3.295123, -1.211867, 2.037457], [-0.332916, 0.205156, 3.065333], [-1.209778, 0.861282, 3.047343], [0.558871, 0.839183, 3.152232], [-0.398024, -0.402875, 3.982015], [2.060530, -1.523338, 2.176846], [2.015430, -2.289167, 2.970110], [2.315553, -0.578294, 2.675987], [2.892145, -1.785510, 1.515071], [0.916446, -3.665872, 0.206492], [0.490763, -4.241476, 1.049525], [2.013989, -3.694669, 0.291528], [0.635269, -4.173532, -0.730037], [-1.931177, -2.687795, -0.802681], [-2.201818, -3.674409, -0.388563], [-1.486783, -2.872602, -1.789385], [-2.872935, -2.145039, -0.966198], [-0.657524, 3.107376, -2.013672], [-1.760757, 2.381630, -1.727150], [-1.939302, 0.898896, -2.022802], [-1.134048, 0.170297, -3.111353], [0.335921, -0.131650, -2.951038], [1.458563, 0.760845, -3.532930], [1.452431, 2.266487, -3.215734], [0.085287, 2.955680, -3.310857], [-3.003349, 0.815556, -2.309210], [-1.348454, 0.623563, -4.106918], [-1.861121, 0.291774, -1.101239], [-0.592102, 2.371062, -3.957097], [-0.302908, 3.930737, -1.392977], [-2.582568, 2.783377, -1.114618], [0.209934, 3.941747, -3.800347], [1.841127, 2.372120, -2.189278], [2.394709, 0.434471, -3.035904], [2.203825, 2.760552, -3.856047], [-1.614113, -0.822770, -3.207558], [0.477905, -1.191488, -3.376756], [-0.545276, 1.506505, -5.916870], [-0.705605, 3.276952, -6.394916], [-1.541303, 0.768418, -7.256382], [1.825986, -0.010951, -5.149072], [1.222706, 1.236491, -6.328827], [1.009733, -1.518020, -5.691052], [3.579600, -0.153017, -5.460138], [0.162458, 3.866521, -6.072672], [-1.609277, 3.696979, -5.931235], [-0.805614, 3.341559, -7.486682], [-1.327068, 1.284322, -8.202885], [-2.597137, 0.931351, -6.991414], [-1.353133, -0.308824, -7.345079], [3.749054, 0.108244, -6.513025], [3.893446, -1.189218, -5.287587], [4.169702, 0.523705, -4.830356], [1.795542, 2.170323, -6.210681], [1.307217, 0.880977, -7.368446], [1.644601, -2.370940, -5.424327], [0.919217, -1.481657, -6.784609], [0.006597, -1.676116, -5.279416], [2.218510, -0.298082, -0.835882], [2.510966, 0.711227, -0.255567], [2.660017, 1.880618, 0.204478], [2.654310, 2.196943, 1.497234], [2.661139, 2.583652, 2.595848]], "atomic_forces_ev_per_a": [[-2.56, 2.73, 2.55], [-0.16, -1.50, -1.73], [-0.18, 0.80, 0.81], [-1.23, 1.06, 0.30], [2.34, -0.98, -0.01], [-0.29, -0.28, -0.88], [-0.40, 0.18, 0.01], [0.07, -0.03, 0.16], [-0.06, -0.23, -0.14], [0.11, 0.19, -0.16], [-0.07, 0.28, 0.38], [0.22, -0.07, 0.08], [-0.17, -0.15, -0.02], [0.01, 0.19, -0.20], [0.88, 0.06, 0.33], [-0.01, 0.15, -0.24], [-0.02, -0.19, -0.09], [0.00, 0.01, 0.13], [-0.28, -0.83, 0.64], [0.26, 0.00, -0.26], [-0.34, -0.09, 0.02], [0.02, 0.06, 0.37], [-0.60, -0.31, -0.34], [0.10, 0.24, -0.12], [0.00, -0.03, -0.04], [0.23, -0.15, -0.03], [-0.65, 0.21, -0.04], [1.02, -0.34, 0.62], [-0.98, 0.21, -0.85], [-1.17, -0.57, 0.04], [1.00, -2.22, 0.44], [0.75, -2.41, 1.17], [0.29, 0.18, -0.60], [0.05, -0.60, -0.02], [0.19, -0.35, -0.03], [0.25, -0.41, 1.07], [0.17, 0.71, -0.07], [0.66, 0.59, 0.45], [-0.80, 0.34, -0.19], [0.89, -0.20, 0.48], [-0.17, -0.37, 0.52], [-0.17, -0.13, -0.36], [-0.22, 0.14, 0.10], [-0.21, -0.10, 0.12], [-0.03, 0.28, 0.21], [-0.52, 1.26, -1.19], [-0.67, 0.81, -0.88], [-0.14, 0.10, -0.25], [0.31, 0.03, -0.46], [-0.66, 3.15, -1.61], [0.35, -0.49, -0.89], [-0.02, -0.70, 0.16], [0.49, -0.45, -0.13], [-0.29, -0.17, -0.05], [0.26, -0.06, -0.13], [0.08, 0.18, 0.24], [-0.17, -0.38, 0.05], [0.33, -0.12, -0.10], [-0.18, 0.22, -0.06], [0.07, -0.19, 0.25], [0.19, 0.24, -0.03], [-0.24, -0.14, -0.08], [-0.17, -0.36, -0.01], [0.28, 0.17, 0.23], [-0.21, 0.00, -0.07], [0.23, 0.06, 0.23], [0.27, 0.26, -0.05], [2.38, 2.11, 1.08], [-0.84, -0.19, -0.36], [0.00, -1.40, -0.53], [0.17, 0.52, 1.28], [-0.07, -0.55, -1.26]], "homo_lumo_gap_ev": [4.6, 4.5], "total_charge": 1, "de_lowest_kj_mol": 202.0, "homo_ev": [-9.76, -9.71], "lumo_ev": [-5.2, -5.2]}


Record 2
{"formula": "C25H41BrCuN2P2", "method": "ωB97M-V with the def2-TZVPD basis set", "species": ["C", "C", "C", "C", "N", "C", "C", "C", "C", "C", "C", "C", "C", "C", "Cu", "P", "H", "H", "H", "H", "H", "H", "H", "H", "C", "C", "H", "H", "H", "H", "H", "C", "C", "H", "H", "H", "H", "H", "C", "C", "H", "H", "H", "H", "H", "Br", "P", "C", "C", "H", "H", "H", "H", "H", "C", "C", "H", "H", "H", "H", "H", "C", "C", "H", "H", "H", "H", "H", "N", "H", "H", "H"], "coordinates": [[-0.506590, 5.733277, -2.843098], [-0.798688, 4.530637, -3.530378], [-1.015014, 4.528272, -4.921854], [-1.127095, 5.775841, -5.559985], [-0.944323, 6.889067, -4.846415], [-0.630741, 6.942671, -3.553580], [-0.992947, 3.324776, -2.769642], [-0.986322, 2.925243, -1.545655], [-1.346803, 2.879213, -0.185673], [-0.431407, 2.667281, 0.864994], [-0.868764, 2.200701, 2.105722], [-2.232221, 1.920809, 2.308637], [-3.154263, 2.050569, 1.247741], [-2.712653, 2.576239, 0.042482], [-1.446812, 1.519414, -2.709694], [2.049325, -1.182090, 1.443091], [-1.171737, 3.591188, -5.462737], [-0.299778, 5.671196, -1.770394], [-1.378084, 5.839999, -6.621512], [-0.479530, 7.892071, -3.028927], [-3.390591, 2.659760, -0.800867], [0.622481, 2.819153, 0.644466], [-4.198671, 1.730487, 1.332618], [-0.149299, 2.042128, 2.928024], [2.155014, -2.772797, 2.451434], [3.151969, -3.858881, 2.066111], [1.119448, -3.151883, 2.408985], [2.319704, -2.399866, 3.474021], [3.140815, -4.618966, 2.862044], [2.858374, -4.368771, 1.136177], [4.181132, -3.476095, 1.984990], [2.986834, -1.639109, -0.095236], [3.300297, -0.420447, -0.986944], [2.337734, -2.344457, -0.641156], [3.905673, -2.186817, 0.174989], [3.341573, -0.735563, -2.044477], [2.532993, 0.367644, -0.904986], [4.284554, 0.006854, -0.730851], [3.378279, -0.134812, 2.280525], [4.782268, -0.718327, 2.382560], [2.913182, 0.035371, 3.269060], [3.380645, 0.814493, 1.715736], [5.435556, 0.065074, 2.786598], [4.839100, -1.572964, 3.070867], [5.197060, -0.999645, 1.402788], [-2.824937, 1.170940, 3.895099], [-2.033105, -2.551288, -0.868306], [-0.277299, -2.908010, -0.401255], [0.102458, -4.371450, -0.615006], [-0.117255, -2.617611, 0.649268], [0.349541, -2.238406, -1.001995], [1.194985, -4.508220, -0.651185], [-0.293835, -5.011245, 0.186170], [-0.306868, -4.731813, -1.567918], [-2.737364, -2.681063, 0.833214], [-4.143942, -3.265172, 0.902269], [-2.690789, -1.706773, 1.334914], [-2.070586, -3.343668, 1.405799], [-4.477177, -3.357628, 1.943114], [-4.852656, -2.649366, 0.343695], [-4.159987, -4.276526, 0.475758], [-2.083306, -0.757287, -1.180924], [-2.639540, -0.526954, -2.580718], [-1.082427, -0.340872, -1.060525], [-2.690870, -0.293220, -0.399747], [-2.850758, 0.543026, -2.791690], [-1.953942, -0.939155, -3.325151], [-3.591725, -1.077819, -2.674419], [0.784152, -0.290324, 3.896490], [1.061703, 0.260840, 4.712124], [0.400104, -1.136934, 4.315825], [0.033723, 0.188027, 3.394491]], "atomic_forces_ev_per_a": [[-0.58, -0.31, -0.16], [0.16, 0.54, -1.37], [-0.37, 0.49, 0.19], [0.55, -0.59, 1.49], [-0.20, 1.25, -0.77], [0.17, -2.02, 0.03], [1.01, 0.39, 3.61], [0.58, 2.99, -2.62], [-0.77, -1.73, 1.39], [-0.14, -0.17, -0.21], [0.01, 0.39, 0.13], [0.07, -0.13, -1.37], [0.28, 0.42, 0.13], [0.21, -0.20, 0.19], [-0.51, -2.09, -0.91], [4.24, -1.67, 1.05], [-0.01, 0.34, 0.19], [-0.05, 0.27, -0.39], [0.15, 0.25, 0.37], [-0.11, -0.19, -0.59], [-0.10, 0.06, 0.17], [-0.10, -0.01, 0.28], [0.47, 0.24, 0.24], [-0.52, 0.34, -0.59], [-1.44, 0.68, 0.19], [0.16, -0.11, -0.32], [0.39, -0.22, 0.32], [-0.08, -0.10, -0.32], [-0.02, 0.26, -0.21], [0.24, 0.23, 0.26], [-0.42, -0.23, -0.03], [-1.28, 0.18, -0.95], [0.22, -0.07, -0.23], [0.44, 0.14, 0.16], [-0.52, 0.24, 0.25], [0.05, 0.19, 0.47], [0.30, -0.22, -0.05], [-0.49, -0.03, -0.09], [-1.45, 0.93, 0.14], [0.19, -0.34, -0.28], [0.55, 0.13, -0.59], [0.12, -0.21, 0.38], [-0.19, -0.12, -0.05], [-0.07, 0.23, -0.28], [-0.08, 0.05, 0.40], [-0.06, -0.13, 0.54], [-0.09, -1.42, 0.38], [0.21, 0.58, -0.14], [0.09, -0.21, -0.11], [-0.08, 0.05, -0.14], [-0.04, -0.17, -0.14], [-0.33, 0.02, 0.08], [0.08, 0.16, -0.24], [0.15, 0.03, 0.25], [-0.04, -0.24, 0.50], [-0.09, -0.19, -0.02], [0.01, 0.00, -0.03], [-0.07, 0.13, -0.19], [-0.01, 0.16, -0.24], [-0.08, -0.09, 0.12], [-0.02, 0.28, 0.00], [0.14, 0.60, 0.42], [0.32, -0.56, 0.18], [0.33, 0.14, 0.04], [-0.11, 0.07, -0.21], [-0.98, -0.04, -0.25], [-0.12, -0.01, -0.15], [0.26, 0.64, -0.29], [-0.41, -0.30, 0.15], [-0.06, 0.18, -0.45], [-0.16, 0.11, -0.28], [0.11, -0.24, 0.59]], "homo_lumo_gap_ev": [7.2, 4.7], "total_charge": 2, "de_lowest_kj_mol": 55.3, "homo_ev": [-13.87, -13.85], "lumo_ev": [-6.7, -9.2], "multiplicity": 2}


Record 3
{"formula": "C25H41F2FeN3O4S4", "method": "ωB97M-V with the def2-TZVPD basis set", "species": ["Fe", "C", "C", "C", "C", "C", "C", "C", "C", "C", "C", "H", "H", "H", "H", "H", "H", "H", "H", "H", "H", "H", "H", "H", "H", "H", "C", "C", "S", "C", "C", "S", "C", "C", "S", "H", "H", "H", "H", "H", "H", "H", "H", "H", "H", "H", "H", "C", "C", "S", "O", "O", "C", "C", "N", "C", "N", "C", "C", "N", "O", "O", "C", "H", "H", "H", "H", "H", "H", "H", "H", "H", "H", "H", "H", "H", "F", "C", "F", "H"], "coordinates": [[0.465989, -0.592473, 1.334762], [1.569213, -0.247711, 3.049898], [1.295732, 0.986750, 2.405204], [1.905738, 0.969360, 1.106892], [2.540506, -0.292320, 0.960669], [2.337928, -1.058640, 2.142627], [2.921374, -2.393537, 2.479068], [3.366458, -0.685906, -0.221901], [1.999370, 2.116909, 0.143908], [0.572703, 2.151365, 3.003401], [1.239005, -0.620367, 4.457424], [2.154905, -3.102052, 2.799946], [3.651205, -2.308382, 3.288529], [3.427166, -2.827501, 1.616524], [4.398060, -0.354055, -0.072958], [3.000058, -0.217693, -1.136808], [3.366830, -1.762870, -0.383241], [1.382413, 1.997024, -0.746051], [3.028229, 2.250568, -0.197691], [1.701760, 3.049660, 0.625305], [-0.128808, 1.838789, 3.776641], [0.012017, 2.706513, 2.248940], [1.281346, 2.843847, 3.465509], [1.060785, -1.689405, 4.551889], [0.345813, -0.110231, 4.816161], [2.067946, -0.352933, 5.119111], [2.113763, -3.588720, -3.770063], [1.433448, -2.252649, -3.499911], [0.719788, -2.002665, -1.861679], [-0.498986, -3.322091, -1.671839], [0.015776, -4.715825, -1.287195], [1.294600, -4.684627, -0.004654], [2.544520, -5.827606, -0.638035], [3.002311, -5.677274, -2.087330], [3.463118, -4.005646, -2.623359], [2.520205, -3.560799, -4.782888], [1.382946, -4.394156, -3.745751], [0.666916, -2.089838, -4.261631], [2.155506, -1.439016, -3.596240], [-1.096952, -3.399410, -2.583838], [-1.160074, -2.956820, -0.885504], [0.412833, -5.236103, -2.154614], [-0.834739, -5.297191, -0.927226], [2.223138, -6.861287, -0.489184], [3.388612, -5.659207, 0.033705], [2.247830, -6.051716, -2.778370], [3.876803, -6.314752, -2.226901], [-1.452881, 6.643143, -1.427531], [-2.932124, 6.502729, -1.739643], [-3.434217, 4.830642, -2.083929], [-4.815085, 4.846038, -2.484886], [-2.448365, 4.215807, -2.941218], [-3.321411, 4.009909, -0.504397], [-3.670965, 2.532799, -0.686599], [-2.911294, 1.695847, 0.230992], [-1.775015, 1.039151, -0.101161], [-1.260381, 0.417800, 0.948135], [-2.096923, 0.648802, 2.000718], [-3.106792, 1.455161, 1.577062], [-4.172594, 1.996801, 2.351484], [-4.926801, 2.795254, 1.804935], [-4.223765, 1.675384, 3.521455], [-1.221368, 1.010568, -1.478082], [-1.196866, 7.697979, -1.338479], [-0.851986, 6.203733, -2.221132], [-1.191267, 6.159941, -0.486076], [-3.219874, 7.039850, -2.645420], [-3.577178, 6.851753, -0.932136], [-3.992162, 4.499500, 0.199243], [-2.288345, 4.120778, -0.171419], [-3.408721, 2.208530, -1.691860], [-4.732498, 2.368952, -0.535554], [-1.934617, 0.218634, 2.972794], [-1.063603, 2.015178, -1.873641], [-1.898569, 0.485198, -2.154924], [-0.284500, 0.461336, -1.465801], [-1.687353, -2.451071, 1.198050], [-0.576442, -2.116603, 2.021350], [-1.152564, -1.979419, 3.326282], [-0.008595, -3.057394, 2.020135]], "atomic_forces_ev_per_a": [[-0.23, 0.48, -0.23], [0.07, -0.02, -0.25], [0.16, -0.09, -0.02], [-0.03, -0.17, 0.12], [0.00, 0.05, 0.17], [-0.05, 0.19, 0.06], [0.00, -0.05, -0.07], [-0.02, -0.05, 0.00], [0.03, 0.04, 0.06], [0.01, 0.00, 0.00], [-0.01, 0.02, 0.02], [0.00, -0.01, 0.02], [0.01, 0.00, -0.01], [-0.01, -0.02, -0.01], [0.02, -0.03, -0.02], [0.00, 0.02, -0.01], [0.00, -0.02, -0.01], [-0.06, -0.03, -0.08], [0.01, 0.01, 0.01], [-0.02, 0.00, -0.01], [0.00, 0.00, 0.01], [-0.02, 0.01, 0.00], [-0.01, 0.02, 0.00], [0.00, -0.01, 0.01], [-0.01, -0.01, 0.00], [0.00, 0.00, 0.01], [0.01, -0.02, 0.00], [-0.01, 0.00, 0.01], [-0.08, -0.10, 0.17], [0.00, -0.03, -0.14], [-0.02, -0.05, 0.02], [0.01, 0.04, 0.04], [0.00, -0.01, 0.04], [-0.02, 0.02, -0.01], [0.00, 0.01, -0.01], [0.01, 0.00, 0.01], [0.00, 0.00, -0.01], [0.00, 0.00, 0.00], [0.00, 0.01, 0.01], [-0.01, 0.01, 0.01], [0.05, 0.02, 0.00], [0.01, -0.01, 0.00], [0.01, 0.00, -0.02], [0.00, 0.00, 0.00], [0.00, 0.00, -0.01], [0.00, 0.00, -0.01], [0.00, 0.01, 0.00], [0.02, 0.00, 0.00], [-0.06, -0.02, 0.01], [0.05, 0.02, 0.05], [-0.06, -0.01, -0.01], [0.02, 0.00, -0.03], [0.00, 0.06, 0.00], [-0.06, 0.00, -0.06], [0.04, -0.07, 0.01], [0.02, 0.09, -0.14], [-0.01, -0.25, 0.29], [-0.02, 0.03, -0.06], [-0.04, -0.12, 0.02], [0.15, 0.33, 0.19], [0.00, -0.21, 0.09], [-0.10, -0.03, -0.24], [0.01, 0.07, 0.02], [0.01, 0.00, 0.00], [0.01, 0.01, -0.01], [0.01, 0.00, 0.00], [0.02, -0.02, -0.02], [-0.01, 0.01, -0.01], [0.01, 0.00, 0.00], [0.00, -0.02, 0.00], [0.00, -0.01, 0.01], [0.03, 0.00, -0.01], [0.00, -0.02, 0.01], [0.00, 0.02, -0.01], [0.00, 0.00, 0.00], [0.00, 0.05, 0.01], [-0.08, 0.17, 0.10], [0.09, -0.09, 0.26], [0.31, -0.18, -0.88], [-0.14, -0.03, 0.48]], "homo_lumo_gap_ev": [6.9, 6.9], "total_charge": 0, "de_lowest_kj_mol": 6.6, "homo_ev": [-7.49, -7.49], "lumo_ev": [-0.6, -0.6]}